1.
# C3H8N2O

A cluster of 2 separate species, C3H8N2O in total at a distorted geometry (the ωB97M-V functional and the def2-TZVPD basis, the OMol25 dataset).

```
! RIJCOSX wB97M-V def2-TZVPD def2/J DEFGRID3
* xyz 0 1
C -3.427 0.431 2.383
C -3.112 0.992 3.639
N -2.655 2.345 3.762
H -3.683 1.043 1.545
H -2.891 -0.614 2.075
H -2.840 0.269 4.464
H -3.153 2.829 3.049
H -2.868 2.758 4.629
C 3.961 -1.224 -4.704
N 4.406 -2.017 -3.673
O 4.355 -0.161 -5.025
H 2.950 -1.641 -5.050
H 3.632 -2.675 -3.520
H 5.325 -2.335 -3.576
*
```

molar mass: 88.1 u
structure (SMILES): C=CN.NC=O
gap between HOMO and LUMO: 9.294 eV
HOMO level: -8.335 eV
energy above the lowest of the compared OMol25 structures with the same formula, charge and spin: 70.16 kcal/mol

In the natural (NBO) picture, each atom carries the following charge in e: C -0.535; C 0.005; N -0.782; H 0.182; H 0.217; H 0.190; H 0.363; H 0.361; C 0.543; N -0.843; O -0.547; H 0.068; H 0.380; H 0.400

***

2.
# C47H64CsIN7O3P2S3

A structure of composition C47H64CsIN7O3P2S3 at a distorted geometry (the ωB97M-V functional and the def2-TZVPD basis, the OMol25 dataset).

```
! RIJCOSX wB97M-V def2-TZVPD def2/J DEFGRID3
* xyz -1 1
Cs 0.627 0.374 -0.842
C -4.913 -2.186 1.715
C -3.724 -2.217 2.680
C -4.266 -2.113 4.108
P -2.391 -1.116 1.950
C -0.818 -1.600 2.828
C -0.790 -1.773 4.344
C 0.209 -0.558 2.398
C -2.703 0.593 2.526
C -3.126 0.880 3.824
C -3.474 2.155 4.249
C -3.439 3.179 3.306
C -2.995 2.946 2.024
C -2.528 1.670 1.588
N -2.021 1.438 0.356
C -1.509 2.468 -0.395
C -0.746 3.524 0.157
C -0.123 4.476 -0.621
C -0.219 4.422 -2.007
C -0.919 3.373 -2.577
C -1.561 2.390 -1.817
P -2.099 0.809 -2.567
C -2.085 1.183 -4.394
C -3.072 2.243 -4.887
C -2.288 -0.128 -5.156
C -3.936 0.625 -2.266
C -4.185 -0.594 -1.386
C -4.622 1.865 -1.696
H -5.672 -2.918 2.007
H -4.610 -2.385 0.685
H -5.381 -1.198 1.725
H -3.239 -3.198 2.578
H -4.944 -1.263 4.200
H -3.494 -2.014 4.868
H -4.847 -3.012 4.340
H -0.555 -2.559 2.363
H -1.232 -0.910 4.847
H 0.247 -1.851 4.691
H -1.318 -2.670 4.671
H 0.076 0.361 2.969
H 0.072 -0.300 1.350
H 1.228 -0.914 2.537
H -3.188 0.073 4.538
H -3.799 2.331 5.267
H -3.767 4.179 3.573
H -2.991 3.762 1.314
H -0.628 3.562 1.231
H 0.470 5.249 -0.145
H 0.274 5.155 -2.632
H -0.942 3.311 -3.656
H -1.063 1.512 -4.603
H -4.092 1.851 -4.882
H -2.844 2.532 -5.917
H -3.064 3.143 -4.272
H -3.272 -0.560 -4.948
H -1.534 -0.869 -4.884
H -2.227 0.042 -6.235
H -4.365 0.434 -3.255
H -3.727 -0.446 -0.406
H -3.744 -1.498 -1.815
H -5.259 -0.764 -1.255
H -4.282 2.049 -0.677
H -5.708 1.721 -1.678
H -4.408 2.757 -2.288
O 3.711 3.355 -0.744
C 4.316 3.376 -1.950
C 5.102 4.490 -2.250
C 5.748 4.585 -3.467
C 5.617 3.570 -4.411
C 4.826 2.474 -4.118
C 4.164 2.351 -2.897
C 3.287 1.167 -2.603
O 3.013 0.929 -1.375
N 2.894 0.510 -3.665
N 1.960 -0.507 -3.438
C 2.149 -1.499 -4.197
S 0.955 -2.814 -4.258
C 2.099 -3.966 -5.052
C 2.892 -3.182 -6.084
S 3.516 -1.669 -5.303
H 3.306 2.459 -0.661
H 5.186 5.265 -1.499
H 6.358 5.454 -3.684
H 6.123 3.638 -5.365
H 4.691 1.681 -4.841
H 1.513 -4.763 -5.511
H 2.770 -4.400 -4.309
H 2.260 -2.927 -6.935
H 3.751 -3.752 -6.440
C 3.781 -0.586 4.194
N 2.836 0.320 4.834
C 3.368 0.859 6.078
C 2.302 1.271 3.936
O 2.773 1.428 2.822
N 1.218 1.964 4.391
C 0.655 3.014 3.564
C 0.391 1.553 5.506
H 4.058 -1.355 4.917
H 4.683 -0.071 3.847
H 3.317 -1.064 3.334
H 3.539 0.042 6.782
H 2.674 1.559 6.535
H 4.322 1.379 5.916
H 1.310 3.191 2.716
H 0.547 3.934 4.145
H -0.336 2.719 3.203
H 0.675 0.560 5.843
H -0.653 1.524 5.181
H 0.463 2.256 6.344
S 4.983 -2.328 0.975
C 3.899 -3.556 1.481
C 2.627 -3.184 1.180
N 2.498 -1.966 0.565
C 3.658 -1.407 0.397
H 4.230 -4.461 1.962
H 1.736 -3.763 1.383
H 3.772 -0.441 -0.081
I -2.788 -4.496 -0.223
C -1.037 -5.122 -1.183
C -1.107 -6.143 -2.125
C 0.077 -6.563 -2.705
C 1.262 -5.941 -2.341
C 1.205 -4.908 -1.420
N 0.075 -4.512 -0.834
H -2.058 -6.589 -2.379
H 0.074 -7.365 -3.433
H 2.211 -6.236 -2.766
H 2.102 -4.369 -1.134
*
```

molar mass: 1193.0 u
gap between HOMO and LUMO: 5.458 eV
HOMO level: -3.670 eV

Results of the Löwdin charge analysis, in e, for atoms 1 through 99: Cs 1.263; C -0.181; C -0.573; C -0.132; P 1.081; C -0.529; C -0.108; C -0.172; C -0.293; C -0.142; C -0.136; C -0.118; C -0.062; C -0.332; N -0.013; C -0.468; C -0.069; C -0.090; C -0.104; C -0.121; C -0.418; P 1.013; C -0.571; C -0.124; C -0.135; C -0.544; C -0.160; C -0.106; H 0.073; H -0.016; H 0.082; H 0.051; H 0.072; H 0.047; H 0.072; H 0.088; H 0.051; H 0.072; H 0.064; H 0.068; H -0.105; H 0.055; H 0.067; H 0.084; H 0.094; H 0.104; H 0.083; H 0.103; H 0.095; H 0.083; H 0.094; H 0.069; H 0.074; H 0.059; H 0.067; H 0.043; H 0.074; H 0.078; H 0.015; H 0.049; H 0.075; H 0.063; H 0.074; H 0.064; O 0.051; C -0.267; C -0.027; C -0.108; C -0.112; C -0.040; C -0.073; C -0.497; O -0.417; N 0.000; N -0.133; C -0.923; S 0.894; C -0.555; C -0.549; S 0.908; H 0.068; H 0.110; H 0.093; H 0.089; H 0.100; H 0.075; H 0.062; H 0.070; H 0.069; C -0.072; N -0.155; C -0.071; C -0.534; O 0.064; N -0.138; C -0.029; C -0.061; H 0.087; H 0.092

***

3.
# C45H54Br2ClN2O2PdSi

A structure of composition C45H54Br2ClN2O2PdSi (the ωB97M-V functional and the def2-TZVPD basis, the OMol25 dataset).

```
! RIJCOSX wB97M-V def2-TZVPD def2/J DEFGRID3
* xyz 1 5
Pd -1.012 0.241 -0.238
O 0.501 -2.501 0.965
C -0.569 -3.310 0.922
C -0.757 -4.141 2.033
C -1.811 -5.020 2.088
C -2.707 -5.113 1.023
C -2.524 -4.292 -0.070
C -1.485 -3.359 -0.137
C -1.356 -2.454 -1.368
O -0.494 -1.443 -1.304
N -2.798 -1.892 -1.573
N -3.154 -0.802 -0.989
C -4.459 -0.515 -0.992
C -5.004 0.616 -0.382
Br -3.943 1.988 0.294
C -6.379 0.784 -0.305
C -7.376 -0.238 -0.451
C -8.638 0.124 -0.947
C -9.613 -0.836 -1.130
C -9.363 -2.156 -0.772
C -8.141 -2.518 -0.219
C -7.149 -1.569 -0.059
H 0.493 -1.945 0.157
H -0.045 -4.063 2.843
H -1.933 -5.650 2.957
H -3.517 -5.826 1.044
H -3.201 -4.401 -0.909
H -1.229 -3.042 -2.292
H -3.509 -2.476 -2.009
H -5.129 -1.194 -1.510
H -6.727 1.791 -0.104
H -8.834 1.155 -1.207
H -10.574 -0.559 -1.539
H -10.137 -2.901 -0.898
H -7.974 -3.534 0.107
H -6.224 -1.832 0.435
C -3.796 -1.260 4.514
C -3.701 -1.743 3.192
C -2.830 -1.168 2.310
C -1.999 -0.085 2.690
C -1.086 0.561 1.807
C -0.275 1.570 2.251
C -0.366 2.025 3.591
C -1.250 1.447 4.450
C -2.084 0.381 4.024
C -3.001 -0.226 4.915
H -4.486 -1.720 5.207
H -4.299 -2.591 2.887
H -2.722 -1.577 1.316
H 0.448 2.042 1.596
H 0.277 2.829 3.922
H -1.324 1.783 5.475
H -3.057 0.144 5.930
Cl 0.923 3.156 -4.544
C 0.618 3.907 -3.011
C 1.276 5.083 -2.715
C 1.089 5.687 -1.479
C 0.236 5.112 -0.538
C -0.429 3.947 -0.842
C -0.268 3.298 -2.092
C -0.938 2.097 -2.354
H 1.942 5.513 -3.448
H 1.614 6.604 -1.252
H 0.094 5.578 0.426
H -1.086 3.490 -0.109
H -0.800 1.537 -3.266
H -1.641 1.724 -1.616
C 6.194 1.824 -1.909
C 4.667 1.639 -1.974
C 4.306 1.120 -3.374
C 4.017 3.026 -1.853
Si 4.098 0.406 -0.622
Br 1.840 0.807 -0.523
C 4.280 -1.435 -1.109
C 3.255 -1.888 -2.160
C 4.106 -2.347 0.117
C 5.685 -1.693 -1.686
C 4.708 0.823 1.145
C 3.831 0.208 2.251
C 6.150 0.321 1.352
C 4.701 2.342 1.377
H 6.512 2.423 -2.766
H 6.742 0.884 -1.955
H 6.509 2.356 -1.012
H 4.585 1.882 -4.106
H 3.235 0.940 -3.480
H 4.836 0.207 -3.642
H 4.415 3.655 -2.654
H 4.225 3.527 -0.911
H 2.939 2.980 -1.980
H 2.225 -1.704 -1.856
H 3.373 -2.964 -2.305
H 3.401 -1.413 -3.128
H 3.157 -2.198 0.628
H 4.909 -2.226 0.841
H 4.133 -3.385 -0.222
H 5.852 -1.177 -2.630
H 5.792 -2.763 -1.880
H 6.484 -1.413 -1.001
H 3.895 -0.877 2.297
H 2.780 0.478 2.150
H 4.181 0.593 3.211
H 6.221 -0.763 1.302
H 6.484 0.617 2.349
H 6.857 0.743 0.637
H 3.714 2.779 1.219
H 5.414 2.870 0.748
H 4.984 2.534 2.414
*
```

molar mass: 984.7 u
gap between HOMO and LUMO (spin up / spin down): 5.429 / 4.293 eV
⟨S²⟩: 6.1072
HOMO level (spin up / spin down): -9.607 / -10.187 eV
energy above the lowest of the compared OMol25 structures with the same formula, charge and spin: 6.85 kcal/mol

Results of the Löwdin charge analysis, in e, for atoms 1 through 99: Pd 0.816; O 0.050; C -0.275; C 0.004; C -0.068; C -0.088; C -0.062; C -0.120; C -0.364; O -0.290; N 0.107; N 0.033; C -0.131; C -0.628; Br 0.923; C -0.027; C -0.218; C -0.006; C -0.048; C -0.041; C -0.050; C -0.029; H 0.047; H 0.128; H 0.111; H 0.102; H 0.104; H 0.162; H 0.155; H 0.133; H 0.118; H 0.125; H 0.117; H 0.117; H 0.115; H 0.114; C -0.073; C -0.075; C -0.060; C -0.201; C -0.192; C -0.148; C -0.068; C -0.028; C -0.164; C -0.027; H 0.105; H 0.099; H 0.071; H 0.039; H 0.107; H 0.116; H 0.115; Cl 0.720; C -0.614; C -0.115; C -0.062; C -0.069; C -0.055; C -0.353; C 0.011; H 0.111; H 0.110; H 0.108; H 0.083; H 0.048; H -0.028; C -0.081; C -0.620; C -0.099; C -0.116; Si 0.525; Br 0.633; C -0.615; C -0.104; C -0.091; C -0.084; C -0.622; C -0.103; C -0.080; C -0.102; H 0.092; H 0.070; H 0.067; H 0.090; H 0.067; H 0.062; H 0.093; H 0.064; H 0.024; H 0.036; H 0.088; H 0.067; H 0.064; H 0.064; H 0.091; H 0.063; H 0.092; H 0.074

***

Number 2 is which compound? C47H64CsIN7O3P2S3